No. 1
Density functional theory data (ωB97M-V with the def2-TZVPD basis set) for a molecular structure, C56H45N6O4Re.

The orbital gap comes out at 5.682 eV. Its total charge is +2. The calculation puts the energy above the lowest of the compared OMol25 structures with the same formula, charge and spin at 0.0 kcal per mole. For the energy, the calculation gives -78048.6987 eV. The spin multiplicity is 1.

```
112
Properties=species:S:1:pos:R:3:forces:R:3
Re 1.5095 0.9462 0.2742 -0.7 1.3 -0.1
C 4.5803 0.1163 3.1778 0.1 0.1 0.0
C 4.0110 0.2544 1.9250 0.0 0.3 0.1
N 2.8920 0.9736 1.7722 0.1 -0.9 0.4
C 2.3895 1.6024 2.8621 -0.1 0.3 0.1
C 2.9674 1.3929 4.1130 0.0 0.1 -0.3
N 4.0441 0.6489 4.2745 0.1 -0.1 -0.1
C 1.2778 2.5448 2.5917 0.3 -0.2 0.6
C 0.6655 3.3513 3.5462 -0.1 0.1 -0.4
C -0.3120 4.2598 3.1382 0.1 -0.2 -0.1
C -0.6547 4.2953 1.7759 0.1 -0.1 0.1
C -0.0285 3.4453 0.8908 -0.4 0.3 -0.1
N 0.9199 2.6003 1.2974 0.4 -0.4 0.4
C -0.3307 3.3146 -0.5467 -0.2 0.3 0.2
C -0.6084 4.4161 -1.3415 -0.1 -0.2 0.0
N -0.8233 4.3016 -2.6461 0.0 0.0 -0.1
C -0.7384 3.0800 -3.1444 0.0 0.0 0.0
C -0.4479 1.9709 -2.3524 -0.1 0.1 -0.2
N -0.2467 2.0729 -1.0485 0.1 -0.1 -0.1
C -0.9806 5.1468 4.1150 0.0 0.0 0.0
C -0.2686 5.7238 5.1599 -0.1 0.0 -0.1
C -0.9443 6.5509 6.0432 0.2 0.0 0.1
N -2.2393 6.8202 5.9587 0.0 0.0 0.0
C -2.9118 6.2630 4.9614 -0.2 0.0 -0.1
C -2.3384 5.4299 4.0145 0.1 0.0 0.0
H 5.4741 -0.4770 3.3010 0.1 0.0 0.0
H 4.4105 -0.2183 1.0380 0.0 0.0 0.1
H 2.5466 1.8421 4.9977 -0.1 0.1 0.1
H 0.9278 3.2667 4.5885 0.0 0.0 0.1
H -1.4225 4.9645 1.4213 -0.1 0.1 0.0
H -0.6387 5.4103 -0.9202 0.0 0.1 0.1
H -0.8940 2.9683 -4.2084 0.0 0.0 -0.1
H -0.3532 0.9961 -2.7953 0.0 -0.3 -0.1
H 0.7927 5.5675 5.2748 0.1 0.0 0.0
H -0.4125 7.0216 6.8575 0.1 0.0 0.1
H -3.9672 6.4908 4.9150 -0.1 0.0 0.0
H -2.9516 4.9958 3.2401 -0.1 0.0 -0.1
C -1.8982 -5.6842 0.0882 0.1 0.1 -0.1
C -1.0431 -4.5986 -0.5196 0.0 0.0 0.2
C -0.2111 -5.0405 -1.7094 -0.1 0.0 0.0
O -1.9190 -3.4878 -0.9138 -0.1 -0.4 0.1
C -1.2733 -2.3287 -0.6618 -0.5 0.3 0.1
C -0.0254 -2.6800 0.1261 0.4 -0.2 0.3
O -0.2370 -4.0158 0.4920 -0.1 -0.4 -0.5
C 0.1967 -1.8373 1.3768 0.2 0.6 0.5
O 0.4650 -0.5410 0.9382 -0.4 -0.1 -0.9
C 1.4310 -2.2849 2.1407 0.1 -0.4 0.1
C 2.6319 -2.5085 1.4633 -0.1 -0.1 0.0
C 3.7753 -2.8773 2.1480 -0.1 -0.1 0.1
C 3.7434 -3.0123 3.5309 0.0 0.0 -0.1
C 2.5635 -2.7700 4.2117 0.1 0.0 0.0
C 1.4146 -2.4125 3.5197 0.0 0.1 0.2
C -1.0546 -1.7843 2.2358 -0.3 -0.2 0.1
C -1.7105 -0.5801 2.4709 0.0 -0.1 -0.1
C -2.8639 -0.5389 3.2410 0.0 0.0 0.0
C -3.3806 -1.7006 3.7866 0.0 0.0 0.0
C -2.7294 -2.9046 3.5626 0.0 0.0 0.0
C -1.5767 -2.9482 2.7969 -0.1 0.0 0.1
C -1.4366 -1.7847 -3.0449 0.1 0.3 -0.2
O -0.7498 -1.7636 -1.9581 0.3 0.2 -0.3
C -2.8886 -1.7152 -3.0199 0.0 -0.1 0.0
C -3.6566 -2.5848 -3.7963 -0.1 0.0 0.1
C -5.0370 -2.4981 -3.7544 0.1 0.1 0.1
C -5.6446 -1.5286 -2.9670 0.0 0.0 0.0
C -4.8811 -0.6513 -2.2064 0.0 0.0 0.0
C -3.5035 -0.7507 -2.2150 0.0 0.1 0.1
C -0.6731 -1.8034 -4.2755 -0.2 -0.1 0.2
C -1.3033 -1.5567 -5.5043 0.0 0.1 -0.1
C -0.5855 -1.6598 -6.6824 0.0 0.0 0.2
C 0.7622 -1.9876 -6.6374 0.0 0.0 0.0
C 1.4105 -2.1907 -5.4212 -0.1 0.0 0.1
C 0.7003 -2.1028 -4.2439 0.0 0.0 0.0
H -2.5392 -6.1317 -0.6671 0.0 0.0 -0.1
H -2.5133 -5.2651 0.8790 0.0 0.0 0.1
H -1.2599 -6.4605 0.5029 0.1 0.0 0.0
H -0.8588 -5.4255 -2.4936 -0.1 0.0 -0.1
H 0.4712 -5.8293 -1.4059 0.0 -0.1 0.0
H 0.3753 -4.2193 -2.1190 0.0 0.1 0.0
H -1.9339 -1.5838 -0.2055 0.2 -0.1 -0.3
H 0.8442 -2.5782 -0.5365 0.0 0.1 0.1
H 2.6900 -2.3987 0.3892 0.0 0.0 -0.1
H 4.6897 -3.0663 1.6051 0.1 0.0 -0.1
H 4.6298 -3.3095 4.0688 0.1 0.0 0.1
H 2.5290 -2.8688 5.2866 0.0 0.0 0.1
H 0.5006 -2.2312 4.0710 0.1 0.0 0.0
H -1.3213 0.3331 2.0476 0.0 0.1 0.0
H -3.3570 0.4063 3.4186 0.0 0.1 0.0
H -4.2752 -1.6718 4.3897 -0.1 0.0 0.0
H -3.1153 -3.8160 3.9949 0.0 -0.1 0.0
H -1.0705 -3.8906 2.6530 0.0 0.0 0.0
H -3.1792 -3.3614 -4.3776 0.0 0.0 -0.1
H -5.6356 -3.1846 -4.3318 -0.1 -0.1 0.0
H -6.7213 -1.4565 -2.9452 -0.1 0.0 0.0
H -5.3619 0.1055 -1.6057 0.0 0.1 0.0
H -2.9023 -0.0525 -1.6393 0.0 -0.1 0.0
H -2.3359 -1.2420 -5.5321 -0.1 -0.1 0.0
H -1.0691 -1.4764 -7.6279 -0.1 0.0 -0.1
H 1.3175 -2.0820 -7.5588 0.1 0.0 -0.1
H 2.4624 -2.4264 -5.4047 0.1 0.0 0.0
H 1.1903 -2.2735 -3.2961 0.0 0.0 0.0
C 2.4283 1.6205 -1.0368 1.0 0.4 -0.3
C 3.0905 2.2341 -2.1619 -0.3 -0.3 0.1
C 3.6046 3.5256 -2.0252 0.0 0.1 -0.1
C 4.1988 4.1482 -3.1094 0.0 -0.1 0.0
C 4.2769 3.4901 -4.3296 0.0 0.0 0.0
C 3.7660 2.2052 -4.4715 0.0 0.1 0.1
C 3.1760 1.5749 -3.3902 0.1 0.1 -0.1
H 3.5389 4.0289 -1.0707 0.0 0.0 0.1
H 4.6011 5.1441 -3.0053 0.0 0.1 0.0
H 4.7420 3.9780 -5.1726 0.0 0.0 -0.1
H 3.8368 1.6978 -5.4206 0.0 0.0 -0.1
H 2.7827 0.5735 -3.4862 0.0 -0.1 0.0
```
Forces are in eV/Å.

Atomic partial charges in e from the Löwdin method, atoms 1 to 2: atom 1 (Re): 1.44, atom 2 (C): -0.08

---

No. 2
Density functional theory data (ωB97M-V with the def2-TZVPD basis set) for 11 unconnected molecules or ions with the total composition C56H47Cl8F7O4.

The orbital gap comes out at 8.077 eV. The SMILES is ClC(Cl)(Cl)Cl.ClC(Cl)(Cl)Cl.Oc1ccc(O)cc1.Oc1ccc(O)cc1.Fc1ccccc1.Fc1ccccc1.Fc1ccccc1.Fc1ccccc1.Fc1ccccc1.Fc1ccccc1.Fc1ccccc1. The calculation puts the energy above the lowest of the compared OMol25 structures with the same formula, charge and spin at 0.0 kcal per mole. For the energy, the calculation gives -186220.7753 eV. The spin multiplicity is 1.

```
122
Properties=species:S:1:pos:R:3:forces:R:3
F -1.5398 7.9517 -3.5480 -1.7 2.0 -1.3
C -1.0446 6.9258 -2.9503 3.1 -1.2 1.6
C -1.7068 5.7566 -2.7682 -0.7 -2.1 0.6
C -1.0581 4.6370 -2.1690 1.5 1.5 -0.5
C 0.2894 4.8049 -1.7748 -0.7 -0.1 0.7
C 0.9566 6.0160 -1.9060 -1.1 0.4 -0.8
C 0.2827 7.0703 -2.5134 0.3 -0.3 -0.1
H -2.7478 5.6667 -3.0412 -0.1 0.0 -0.2
H -1.5186 3.6618 -2.1106 -0.2 0.2 0.2
H 0.8473 4.1174 -1.1564 -0.3 -0.8 -0.4
H 1.9832 6.1037 -1.5822 0.0 0.1 0.1
H 0.7979 7.9974 -2.7169 -0.1 0.2 0.1
F -3.7950 4.7171 -0.2311 0.3 -0.5 -0.2
C -3.1712 3.7076 0.4190 -0.2 -0.7 0.8
C -2.8302 3.8714 1.7371 0.4 1.4 0.6
C -2.1950 2.8674 2.4016 -0.5 -0.7 -0.4
C -2.1073 1.6228 1.8168 0.4 -0.9 1.5
C -2.4684 1.3488 0.5009 0.5 1.2 1.4
C -2.9591 2.4559 -0.1576 -0.8 0.5 -1.9
H -2.9433 4.7324 2.3791 -0.4 0.7 -0.8
H -1.8639 3.0572 3.4119 0.0 -0.3 0.1
H -1.8479 0.9201 2.5948 0.5 -1.0 -0.7
H -2.2747 0.3959 0.0309 -0.3 0.0 0.0
H -3.2594 2.3389 -1.1884 -0.1 0.1 -0.3
F 4.0821 -4.1176 -5.2411 -0.3 -0.4 -0.1
C 2.8346 -3.9632 -4.7800 -2.6 1.1 0.6
C 1.6783 -4.0111 -5.6123 2.2 -0.3 0.3
C 0.4733 -3.6027 -5.1114 -1.1 0.8 1.1
C 0.2876 -3.1698 -3.7740 0.9 -0.4 -1.2
C 1.3930 -3.2777 -2.9413 -0.7 -0.3 0.4
C 2.6263 -3.6249 -3.4253 1.8 -0.9 -1.8
H 1.7211 -4.3334 -6.6422 0.3 0.0 -0.1
H -0.3564 -3.5990 -5.8028 -0.2 0.1 0.0
H -0.6353 -2.7227 -3.4350 -0.2 -0.3 0.0
H 1.2984 -3.2366 -1.8662 -0.1 0.6 0.2
H 3.5213 -3.6934 -2.8248 -0.1 0.1 0.5
F -1.2122 0.3734 -2.1819 -0.3 0.3 -0.7
C -0.3936 0.5176 -3.2618 1.2 -0.2 1.2
C 0.9609 0.3944 -2.9861 1.2 -0.5 -0.5
C 1.8936 0.3652 -4.0183 -1.2 1.6 -1.3
C 1.4558 0.7020 -5.3190 -0.7 -1.1 0.1
C 0.0672 0.8040 -5.5952 1.6 -0.6 1.0
C -0.8335 0.6944 -4.5428 -0.9 0.1 -0.8
H 1.4439 0.1953 -2.0408 -0.9 -0.1 0.5
H 2.9433 0.2206 -3.8095 0.0 -0.1 0.0
H 2.1693 0.6630 -6.1288 0.0 0.2 -0.1
H -0.3292 0.7907 -6.5997 0.2 0.4 -0.1
H -1.8764 0.6892 -4.8232 -0.2 0.0 0.5
F -2.4662 -1.8480 5.1833 -0.6 0.2 -0.9
C -3.0047 -3.0695 4.9117 0.2 0.2 2.9
C -3.7498 -3.3994 3.8274 0.3 0.4 -1.2
C -4.0552 -4.7355 3.6458 -0.5 -0.2 0.4
C -3.7969 -5.6512 4.6613 0.3 -1.5 -1.1
C -3.0574 -5.3172 5.7541 -0.6 2.0 1.6
C -2.8191 -3.9610 5.9658 1.6 -0.7 -0.8
H -4.0200 -2.6681 3.0799 0.2 0.1 -0.1
H -4.5004 -5.0139 2.7020 -0.3 -0.2 0.2
H -4.0393 -6.7028 4.6184 -0.3 -0.1 -0.7
H -2.7882 -5.9586 6.5803 -0.2 -0.5 -0.3
H -2.2362 -3.6800 6.8305 -0.1 0.4 0.1
F -5.7032 -2.2019 -4.7776 -0.9 0.1 -1.0
C -5.0070 -2.2947 -3.6672 2.9 -1.8 0.4
C -5.1986 -1.4269 -2.6501 0.0 1.0 1.9
C -4.3915 -1.4781 -1.4688 -1.0 -2.9 -1.8
C -3.6639 -2.7078 -1.3117 0.8 2.4 1.0
C -3.3533 -3.5472 -2.3642 -1.3 0.8 -2.4
C -3.9700 -3.2664 -3.6069 -1.2 0.1 0.8
H -6.0702 -0.7942 -2.7298 0.2 0.6 0.0
H -4.5090 -0.7111 -0.7176 0.1 -0.3 0.3
H -3.1720 -2.8489 -0.3607 0.1 -0.1 0.2
H -2.6607 -4.3745 -2.4125 0.1 0.0 0.8
H -3.8305 -3.9099 -4.4630 0.2 0.0 -0.1
F 3.6092 5.3205 3.5451 0.7 0.4 0.2
C 2.4139 5.4285 2.9517 0.1 0.9 1.3
C 1.9767 4.3562 2.2679 0.2 -0.5 -1.2
C 0.7695 4.4916 1.6290 -1.2 -1.3 -2.0
C -0.0609 5.5626 1.7229 0.2 2.5 1.1
C 0.3345 6.5498 2.6256 1.1 0.4 0.4
C 1.6184 6.5429 3.1538 -0.7 -0.1 0.5
H 2.6872 3.5818 2.0191 -0.3 -0.4 0.3
H 0.3950 3.7808 0.9073 0.5 -0.7 0.1
H -0.8311 5.8923 1.0413 -0.6 -1.1 0.0
H -0.2244 7.3935 3.0027 -0.6 0.1 -0.8
H 1.8480 7.4043 3.7633 0.7 -0.3 0.2
C 6.5710 -0.5852 -1.5942 1.8 -1.6 0.6
C 6.2387 -1.8770 -1.1879 -1.0 0.1 0.5
C 4.9077 -2.1967 -0.9065 0.2 1.3 0.2
C 3.9147 -1.2418 -1.0259 0.7 0.8 -1.6
C 4.2824 0.0233 -1.4994 -0.3 -1.1 0.9
C 5.6355 0.3678 -1.6691 -2.5 1.1 -0.4
O 5.9876 1.6528 -1.9433 0.1 0.2 -0.3
O 4.5477 -3.4083 -0.4380 0.5 -0.8 -0.1
H 7.6083 -0.3273 -1.7486 0.1 0.1 0.0
H 6.9822 -2.6071 -0.9040 0.4 -0.1 -0.4
H 2.8726 -1.5246 -1.0036 -0.1 0.0 0.4
H 3.4213 0.6509 -1.6756 0.4 0.8 0.0
H 5.1625 2.1395 -2.0063 0.1 0.4 0.0
H 5.3770 -3.8789 -0.5495 -0.2 -1.0 0.4
C 0.8573 -0.0443 2.4321 -0.3 -2.5 -0.2
C 0.5226 -1.2957 3.0900 0.7 3.9 0.4
C 0.0485 -2.3174 2.3613 -0.6 -1.5 1.8
C 0.0131 -2.2424 1.0265 -0.3 -0.8 -2.4
C 0.4129 -1.1431 0.3163 -0.6 -0.4 0.0
C 0.7916 -0.0306 1.0304 0.4 2.0 -0.4
O 1.0862 1.1841 0.4006 0.7 0.4 1.5
O -0.4495 -3.4896 2.8575 -0.1 -0.8 -0.2
H 1.1740 0.8013 3.0246 0.0 0.1 -0.4
H 0.5066 -1.2849 4.1699 0.1 -0.2 0.1
H -0.3993 -3.1180 0.5474 0.0 0.0 -0.4
H 0.2633 -1.1795 -0.7526 0.2 0.4 -0.1
H 0.9322 1.3899 -0.5243 -0.5 -1.1 0.0
H -0.6081 -3.5730 3.8006 0.3 0.6 0.2
C 0.3758 2.6515 6.7671 0.4 1.2 -0.5
Cl 0.4733 1.6898 5.2540 -0.4 0.2 1.0
Cl 0.5235 1.6601 8.2505 -0.1 0.6 -1.1
Cl 1.7754 3.8662 6.6255 -1.1 -1.0 0.5
Cl -1.1765 3.6213 6.7768 1.1 -0.9 0.1
C 1.6404 -6.9249 4.3784 -0.9 -1.2 0.8
Cl 1.1627 -8.7022 4.1860 0.9 0.8 -0.4
Cl 0.1086 -6.2379 4.9389 0.0 0.7 0.0
Cl 2.8066 -6.8358 5.7522 -0.2 0.1 -1.1
Cl 2.1376 -6.1730 2.8682 0.2 -0.4 0.8
```
Forces are in eV/Å.

Atomic partial charges in e from the Löwdin method, atoms 1 to 2: atom 1 (F): 0.12, atom 2 (C): -0.35